--- i ---
ORCA calculation (ωB97M-V/def2-TZVPD) on the molecule C25H38N4O4S.

- SMILES string = CCN(CC)CCNC(=O)c1cn(CC)c2ccc(S(=O)(=O)N(C)C3CCCCC3)cc2c1=O
- lowest unoccupied orbital energy (eV) = -0.215
- HOMO (eV) = -8.022
- HOMO-LUMO gap (Ha) = 0.287

Each line ends with the natural charge from an NBO analysis.
Element x y z (Å)
C -7.865 -1.742 -0.063  -0.619
C -6.527 -1.409 -0.712  -0.214
N -5.390 -2.000 -0.020  -0.450
C -4.173 -1.811 -0.797  -0.208
C -2.968 -2.558 -0.234  -0.627
C -5.299 -1.669 1.386  -0.225
C -5.154 -0.180 1.771  -0.259
N -3.819 0.317 1.563  -0.616
C -3.518 1.273 0.675  0.670
O -4.345 1.877 0.005  -0.667
C -2.056 1.572 0.547  -0.329
C -1.728 2.594 -0.289  0.143
N -0.477 3.011 -0.559  -0.375
C -0.305 4.148 -1.446  -0.206
C -0.182 5.452 -0.662  -0.620
C 0.586 2.412 0.077  0.270
C 1.912 2.836 -0.118  -0.269
C 2.949 2.209 0.532  -0.154
C 2.697 1.157 1.403  -0.366
S 4.078 0.329 2.201  2.343
O 5.242 1.144 2.008  -0.945
O 3.690 -0.021 3.533  -0.932
N 4.298 -1.078 1.352  -0.674
C 3.331 -2.118 1.597  -0.431
C 4.918 -0.957 0.049  -0.056
C 3.926 -0.912 -1.118  -0.423
C 4.681 -0.641 -2.418  -0.393
C 5.728 -1.724 -2.663  -0.396
C 6.697 -1.810 -1.487  -0.394
C 5.941 -2.072 -0.187  -0.406
C 1.413 0.729 1.619  -0.122
C 0.341 1.337 0.958  -0.208
C -1.014 0.830 1.223  0.587
O -1.198 -0.143 1.956  -0.644
H -8.670 -1.477 -0.746  0.214
H -8.014 -1.190 0.861  0.199
H -7.923 -2.807 0.146  0.211
H -6.425 -0.315 -0.816  0.173
H -6.523 -1.830 -1.723  0.193
H -4.387 -2.214 -1.793  0.189
H -3.925 -0.745 -0.928  0.167
H -3.256 -3.569 0.043  0.211
H -2.196 -2.615 -0.998  0.211
H -2.541 -2.059 0.631  0.211
H -6.203 -2.051 1.866  0.202
H -4.454 -2.218 1.805  0.201
H -5.827 0.444 1.179  0.229
H -5.412 -0.071 2.830  0.197
H -3.046 -0.151 2.030  0.434
H -2.538 3.111 -0.788  0.245
H -1.180 4.196 -2.098  0.218
H 0.571 3.988 -2.077  0.208
H 0.671 5.424 0.012  0.215
H -0.059 6.286 -1.348  0.222
H -1.080 5.619 -0.071  0.219
H 2.137 3.661 -0.773  0.221
H 3.970 2.528 0.396  0.248
H 2.421 -2.001 0.998  0.186
H 3.075 -2.064 2.653  0.245
H 3.776 -3.090 1.391  0.211
H 5.457 -0.006 0.097  0.231
H 3.178 -0.135 -0.946  0.212
H 3.410 -1.871 -1.197  0.199
H 5.173 0.331 -2.353  0.194
H 3.978 -0.608 -3.253  0.209
H 6.277 -1.508 -3.581  0.209
H 5.228 -2.687 -2.791  0.194
H 7.247 -0.871 -1.400  0.197
H 7.420 -2.609 -1.660  0.211
H 6.630 -2.108 0.656  0.222
H 5.429 -3.034 -0.253  0.193
H 1.201 -0.068 2.314  0.261

--- ii ---
ORCA calculation (ωB97M-V/def2-TZVPD) on the molecule C25H38N4O4S.

- SMILES string = CCCCN(CCCC)CCNC(=O)c1cn(C)c2ccc(S(=O)(=O)N3CCCC3)cc2c1=O
- lowest unoccupied orbital energy (eV) = -0.264
- HOMO (eV) = -8.147
- HOMO-LUMO gap (Ha) = 0.290

Each line ends with the natural charge from an NBO analysis.
Element x y z (Å)
C -7.941 -0.180 1.965  -0.607
C -6.991 0.748 1.215  -0.390
C -5.632 0.114 0.922  -0.413
C -5.705 -1.024 -0.097  -0.209
N -4.372 -1.492 -0.438  -0.472
C -3.862 -2.538 0.427  -0.203
C -2.374 -2.347 0.736  -0.401
C -2.131 -1.106 1.590  -0.406
C -0.653 -0.916 1.905  -0.590
C -4.173 -1.732 -1.850  -0.212
C -3.870 -0.417 -2.585  -0.231
N -2.604 0.119 -2.164  -0.610
C -2.495 1.156 -1.323  0.679
O -3.424 1.869 -0.972  -0.671
C -1.102 1.419 -0.833  -0.331
C -0.964 2.468 0.023  0.146
N 0.184 2.845 0.615  -0.369
C 0.189 3.973 1.518  -0.404
C 1.340 2.149 0.350  0.270
C 2.564 2.494 0.946  -0.278
C 3.701 1.770 0.672  -0.151
C 3.652 0.701 -0.214  -0.358
S 5.157 -0.238 -0.526  2.329
O 5.185 -0.610 -1.907  -0.931
O 6.246 0.517 0.021  -0.942
N 5.058 -1.644 0.359  -0.652
C 4.096 -2.633 -0.077  -0.240
C 2.886 -2.524 0.874  -0.433
C 3.374 -1.643 2.037  -0.428
C 4.882 -1.481 1.784  -0.237
C 2.475 0.360 -0.829  -0.124
C 1.299 1.060 -0.544  -0.210
C 0.046 0.607 -1.172  0.589
O 0.025 -0.393 -1.890  -0.644
H -8.202 -1.045 1.362  0.199
H -8.861 0.344 2.219  0.207
H -7.482 -0.530 2.888  0.198
H -7.454 1.059 0.276  0.193
H -6.832 1.647 1.815  0.199
H -4.964 0.874 0.513  0.241
H -5.194 -0.254 1.851  0.186
H -6.186 -0.643 -1.001  0.191
H -6.326 -1.849 0.286  0.171
H -4.415 -2.506 1.369  0.194
H -4.018 -3.538 -0.015  0.171
H -1.813 -2.254 -0.195  0.200
H -2.008 -3.232 1.262  0.196
H -2.516 -0.237 1.055  0.214
H -2.689 -1.196 2.525  0.191
H -0.075 -0.844 0.987  0.193
H -0.272 -1.758 2.479  0.200
H -0.493 -0.007 2.483  0.198
H -3.317 -2.398 -1.977  0.196
H -5.048 -2.212 -2.321  0.174
H -3.849 -0.594 -3.665  0.197
H -4.629 0.333 -2.353  0.226
H -1.766 -0.432 -2.330  0.433
H -1.853 3.041 0.256  0.246
H 0.859 4.754 1.154  0.212
H 0.507 3.665 2.516  0.211
H -0.817 4.380 1.584  0.227
H 2.626 3.329 1.625  0.226
H 4.649 2.023 1.118  0.250
H 4.564 -3.619 0.003  0.204
H 3.858 -2.450 -1.123  0.235
H 2.031 -2.073 0.374  0.220
H 2.588 -3.511 1.223  0.216
H 2.878 -0.672 2.017  0.210
H 3.183 -2.100 3.006  0.219
H 5.445 -2.270 2.292  0.203
H 5.282 -0.514 2.083  0.228
H 2.433 -0.443 -1.548  0.261

In terms of stability, i leads; the second structure lies 0.133 eV higher.

--- i ---
ORCA calculation (ωB97M-V/def2-TZVPD) on the molecule C7H10O2.

- SMILES string = C=C[C@@H](O)[C@@H]1C=CCO1
- lowest unoccupied orbital energy (eV) = 0.892
- HOMO (eV) = -8.213
- HOMO-LUMO gap (Ha) = 0.335

Each line ends with the natural charge from an NBO analysis.
Element x y z (Å)
C -1.058 -2.338 -1.386  -0.390
C -1.234 -1.115 -0.883  -0.234
C -0.934 -0.598 0.445  0.061
O -0.878 -1.563 1.495  -0.717
C 0.871 -0.034 0.417  0.106
C 0.942 1.069 1.421  -0.235
C 0.851 2.186 0.770  -0.203
C 0.783 2.014 -0.721  -0.109
O 1.117 0.588 -0.826  -0.526
H -1.385 -2.565 -2.467  0.208
H -0.603 -3.186 -0.807  0.190
H -1.788 -0.483 -1.498  0.199
H -1.539 0.183 0.771  0.184
H -0.010 -2.121 1.368  0.460
H 1.408 -1.019 0.595  0.187
H 0.991 0.948 2.425  0.221
H 1.119 3.195 1.147  0.214
H -0.193 2.153 -1.156  0.189
H 1.540 2.687 -1.107  0.197

--- ii ---
ORCA calculation (ωB97M-V/def2-TZVPD) on a structure of composition C7H10O2.

- lowest unoccupied orbital energy (eV) = 1.075
- HOMO (eV) = -9.110
- HOMO-LUMO gap (Ha) = 0.374

Each line ends with the natural charge from an NBO analysis.
Element x y z (Å)
C 1.300 0.645 1.991  -0.080
C 0.411 -0.728 0.871  0.067
C -0.863 -1.159 0.307  -0.420
C -0.681 -0.705 -1.190  -0.261
C -1.193 0.635 -1.694  -0.456
C 0.330 0.423 -1.595  0.089
C 0.569 0.738 0.719  0.035
H 1.083 1.411 2.714  0.194
H 2.449 0.574 1.929  0.194
H 1.230 -1.227 0.342  0.169
H -1.198 -2.244 0.549  0.233
H -1.723 -0.636 0.901  0.206
H -0.661 -1.514 -1.902  0.227
H -1.416 0.640 -2.841  0.220
H -1.712 1.269 -1.011  0.227
H 0.780 0.390 -2.597  0.211
H -0.495 1.104 0.842  0.163
O 0.722 -0.728 2.245  -0.512
O 1.068 1.113 -0.581  -0.505

In terms of stability, i leads; the second structure lies 0.259 eV higher.

--- i ---
ORCA calculation (ωB97M-V/def2-TZVPD) on a structure of composition C7H10O2.

- lowest unoccupied orbital energy (eV) = 0.337
- HOMO (eV) = -8.915
- HOMO-LUMO gap (Ha) = 0.340

Each line ends with the natural charge from an NBO analysis.
Element x y z (Å)
C 1.717 0.003 0.554  -0.008
C 1.004 1.356 0.369  -0.181
C -0.248 1.725 -0.159  -0.183
C -1.573 0.756 -0.671  -0.460
C -1.510 -0.586 0.085  0.105
C -0.381 -1.780 -0.028  -0.435
C 0.423 -0.674 0.376  0.087
H 1.841 -0.842 -1.456  0.448
H 2.587 0.058 1.490  0.238
H 1.437 2.294 1.320  0.197
H -0.336 2.817 0.040  0.227
H -2.441 1.243 -0.179  0.244
H -1.672 0.481 -1.670  0.221
H -2.607 -1.254 0.303  0.202
H -0.250 -2.447 0.836  0.234
H -0.232 -2.053 -1.099  0.191
H 0.452 -0.424 -0.872  0.130
O 2.537 -0.440 -0.541  -0.696
O -0.747 -0.232 1.302  -0.559

--- ii ---
ORCA calculation (ωB97M-V/def2-TZVPD) on the molecule C7H10O2.

- SMILES string = C#C[C@@](C)(O)/C(O)=C/C
- lowest unoccupied orbital energy (eV) = 0.716
- HOMO (eV) = -8.383
- HOMO-LUMO gap (Ha) = 0.334

Each line ends with the natural charge from an NBO analysis.
Element x y z (Å)
C 1.249 2.393 -1.095  -0.201
C 0.410 1.587 -0.820  -0.053
C -0.610 0.592 -0.484  0.125
C -1.811 1.303 0.174  -0.629
O -1.037 -0.099 -1.647  -0.687
C 0.050 -0.435 0.436  0.285
O -0.056 -0.250 1.789  -0.683
C 0.768 -1.434 -0.068  -0.245
C 1.459 -2.468 0.757  -0.639
H 1.980 3.105 -1.337  0.233
H -1.492 2.003 0.943  0.211
H -2.497 0.567 0.590  0.225
H -2.344 1.870 -0.590  0.230
H -1.134 0.532 -2.367  0.475
H -0.668 0.463 1.982  0.482
H 0.834 -1.527 -1.139  0.221
H 2.516 -2.508 0.504  0.213
H 1.351 -2.241 1.812  0.223
H 1.031 -3.451 0.560  0.214

In terms of stability, ii leads; the second structure lies 8.707 eV higher.

--- i ---
ORCA calculation (ωB97M-V/def2-TZVPD) on the molecule C7H10O2.

- lowest unoccupied orbital energy (eV) = 0.820
- HOMO (eV) = -8.226
- HOMO-LUMO gap (Ha) = 0.332

Each line ends with the natural charge from an NBO analysis.
Element x y z (Å)
C 0.767 2.678 0.069  -0.395
C -1.513 -0.089 1.031  -0.127
C 0.832 1.404 -0.686  -0.325
C -0.406 -0.970 0.684  -0.260
C 0.157 1.560 0.760  0.260
C 1.082 0.469 0.471  0.293
C -0.194 -1.817 -0.589  -0.631
O -1.076 1.368 1.184  -0.481
O 2.327 0.208 1.083  -0.685
H 1.632 3.242 0.456  0.195
H 0.170 3.540 -0.413  0.212
H -2.251 -0.112 0.271  0.188
H -2.059 -0.323 1.925  0.206
H 0.709 1.017 -1.673  0.236
H 0.113 -1.541 1.491  0.198
H 0.870 -1.847 -0.902  0.233
H -0.970 -1.301 -1.269  0.204
H -0.551 -2.931 -0.457  0.206
H 1.955 0.033 2.026  0.471

--- ii ---
ORCA calculation (ωB97M-V/def2-TZVPD) on the molecule C7H10O2.

- SMILES string = C1O[C@@H]2CO[C@H]3C[C@@H]1[C@H]32
- lowest unoccupied orbital energy (eV) = 1.071
- HOMO (eV) = -9.541
- HOMO-LUMO gap (Ha) = 0.390

Each line ends with the natural charge from an NBO analysis.
Element x y z (Å)
C 0.452 1.385 -1.354  -0.091
O 0.181 1.991 -0.038  -0.508
C -0.321 0.843 0.590  0.055
C -0.904 0.385 1.929  -0.067
O -1.024 -0.991 1.536  -0.526
C -0.054 -1.352 0.584  0.084
C -0.249 -1.275 -0.966  -0.430
C 0.805 -0.102 -1.118  -0.262
C 0.823 -0.105 0.432  -0.241
H -0.407 1.493 -2.024  0.175
H 1.239 1.969 -1.857  0.202
H -1.063 0.488 -0.154  0.168
H -1.890 0.801 2.165  0.201
H -0.216 0.456 2.796  0.177
H 0.382 -2.323 0.825  0.189
H -1.290 -1.126 -1.377  0.215
H 0.098 -2.239 -1.368  0.219
H 1.723 -0.354 -1.649  0.222
H 1.715 0.056 1.050  0.219

In terms of stability, ii leads; the second structure lies 2.528 eV higher.

--- i ---
ORCA calculation (ωB97M-V/def2-TZVPD) on a structure of composition C5H7FS2.

- lowest unoccupied orbital energy (eV) = 0.680
- HOMO (eV) = -9.079
- HOMO-LUMO gap (Ha) = 0.359

Each line ends with the natural charge from an NBO analysis.
Element x y z (Å)
C 0.546 0.428 0.921  -0.353
C -0.969 0.264 0.623  -0.338
C -1.071 -0.769 -0.506  -0.470
C 0.134 -0.323 -1.416  0.184
C 0.571 0.882 -0.622  -0.333
H 1.565 -0.430 2.879  0.123
H 0.706 1.443 1.464  0.250
H -1.575 0.067 1.481  0.232
H -2.042 -0.903 -0.944  0.232
H -0.791 -1.807 -0.274  0.235
H -0.051 0.121 -2.370  0.170
H 1.328 1.426 -1.083  0.225
F 1.017 -1.330 -1.628  -0.345
S 1.535 -0.943 1.674  -0.025
S -0.903 1.874 -0.197  0.212

--- ii ---
ORCA calculation (ωB97M-V/def2-TZVPD) on a structure of composition C5H7FS2.

- lowest unoccupied orbital energy (eV) = -0.438
- HOMO (eV) = -8.783
- HOMO-LUMO gap (Ha) = 0.307

Each line ends with the natural charge from an NBO analysis.
Element x y z (Å)
C 2.890 1.002 -0.567  -0.656
C 1.674 0.318 -0.052  -0.006
C 2.123 -0.988 0.425  -0.027
C 0.454 1.068 0.238  -0.385
C -2.078 0.344 -0.329  -0.528
H 2.688 2.258 -0.217  0.211
H 2.932 0.756 -1.920  0.256
H 3.950 0.710 0.032  0.257
H 1.153 -1.658 0.547  0.198
H 2.428 -1.045 1.406  0.192
H 0.310 2.019 -0.144  0.218
H -1.449 0.835 -1.207  0.215
F 3.182 -1.161 -0.460  -0.345
S -0.942 0.171 0.963  0.345
S -3.497 -0.414 -0.504  0.056

In terms of stability, i leads; the second structure lies 3.642 eV higher.